[1]
# H36O22P

A 19-piece molecular cluster, H36O22P overall in a non-equilibrium geometry (wB97M-V/def2-TZVPD, the Open Molecules 2025 dataset).

The value obtained for the total energy is -2018.511783 hartree. The maximum force comes out at 0.032 Eh/bohr. The energy above the lowest of the compared OMol25 structures with the same formula, charge and spin is 0.00 kJ/mol. Its LUMO energy is 7.14 eV. Its total charge is -3. The highest occupied orbital energy comes out at -1.3 eV.

Each atom is followed by the atoms it is bonded to, with distances in Å.
Geometry (Å):
1 P -0.07750 0.08335 -0.06265  O2 1.546, O3 1.580, O4 1.554, O5 1.564
2 O -0.62667 -1.34624 -0.27705  P1 1.546
3 O -1.21766 1.16658 0.09025  P1 1.580
4 O 0.82992 0.55382 -1.23311  P1 1.554
5 O 0.73269 0.02160 1.27336  P1 1.564
6 O -3.90091 1.43855 -0.30211  H7 0.961, H8 0.985
7 H -3.99289 2.25594 0.19438  O6 0.961
8 H -2.95458 1.19654 -0.17170  O6 0.985
9 O 1.34700 2.26888 2.53221  H10 0.963, H11 0.998
10 H 1.66197 2.87214 1.85058  O9 0.963
11 H 1.03588 1.46982 2.02163  O9 0.998
12 O 0.38039 -1.11073 -3.49416  H13 0.976, H14 0.966
13 H 0.54974 -0.59919 -2.68080  O12 0.976
14 H -0.45962 -1.54782 -3.30330  O12 0.966
15 O -0.44872 4.31392 2.04375  H16 0.966, H17 0.967
16 H -0.73429 4.41127 1.12628  O15 0.966
17 H -0.37690 3.35723 2.16097  O15 0.967
18 O -2.58359 -0.87535 -2.23895  H19 0.980, H20 0.974
19 H -2.04326 -0.91768 -1.42247  O18 0.980
20 H -2.26763 -0.06815 -2.68210  O18 0.974
21 O -3.17482 -3.84329 1.29374  H22 0.979, H23 0.960
22 H -2.82388 -2.93409 1.38710  O21 0.979
23 H -2.83480 -4.29548 2.06975  O21 0.960
24 O -1.36008 -3.87454 -0.83464  H25 0.972, H26 0.980
25 H -1.95095 -4.09581 -0.09552  O24 0.972
26 H -1.27767 -2.89955 -0.77792  O24 0.980
27 O -0.24003 3.56420 -0.64571  H28 1.000, H29 0.961
28 H -0.66683 2.70380 -0.36901  O27 1.000
29 H 0.47984 3.27530 -1.21345  O27 0.961
30 O 1.98940 -2.67183 -0.75211  H31 0.962, H32 0.974
31 H 2.15129 -2.95837 0.15186  O30 0.962
32 H 1.22226 -2.07804 -0.66602  O30 0.974
33 O -1.53417 1.31662 2.87520  H34 0.984, H35 0.965
34 H -1.61671 1.26136 1.89602  O33 0.984
35 H -0.59033 1.20653 3.04302  O33 0.965
36 O 0.05909 -3.31467 1.85099  H37 0.963, H38 0.974
37 H -0.10631 -2.65519 2.53296  O36 0.963
38 H 0.01056 -2.81037 1.01918  O36 0.974
39 O -2.34775 -1.27441 1.99217  H40 0.982, H41 0.967
40 H -1.66163 -1.26164 1.28905  O39 0.982
41 H -1.97822 -0.69079 2.66951  O39 0.967
42 O 1.42896 -1.14321 3.56811  H43 0.960, H44 0.987
43 H 2.34370 -1.42006 3.47467  O42 0.960
44 H 1.22093 -0.74563 2.68879  O42 0.987
45 O 3.11474 -0.54319 -2.23336  H46 0.986, H47 0.964
46 H 2.24619 -0.15726 -1.96956  O45 0.986
47 H 2.93160 -1.48903 -2.25950  O45 0.964
48 O -1.53511 1.68018 -2.67184  H49 0.974, H50 0.965
49 H -1.73320 1.76628 -1.72247  O48 0.974
50 H -0.73624 1.13809 -2.68293  O48 0.965
51 O 2.14355 1.95631 -3.50020  H52 0.962, H53 0.970
52 H 2.51659 1.19396 -3.95351  O51 0.962
53 H 1.69104 1.54760 -2.74574  O51 0.970
54 O 2.83969 2.55455 -0.44248  H55 0.961, H56 0.971
55 H 3.53811 2.08193 -0.90405  O54 0.961
56 H 2.04773 2.03141 -0.64766  O54 0.971
57 O 3.41679 -0.43397 0.86803  H58 0.984, H59 0.966
58 H 2.53451 -0.05215 1.07934  O57 0.984
59 H 3.38879 -0.58003 -0.08685  O57 0.966

Atom-resolved charges from Mulliken, all expressed in e:
1. P -3.77
2. O 0.61
3. O -0.42
4. O 1.41
5. O 2.25
6. O -0.74
7. H 0.31
8. H 0.36
9. O -0.79
10. H 0.41
11. H -0.11
12. O -0.75
13. H 0.06
14. H 0.48
15. O -0.77
16. H 0.34
17. H 0.47
18. O -0.79
19. H -0.04
20. H 0.59
21. O -0.77
22. H 0.38
23. H 0.30
24. O -0.81
25. H 0.44
26. H 0.28
27. O -0.82
28. H 0.28
29. H 0.29
30. O -0.73
31. H 0.35
32. H 0.10
33. O -0.83
34. H 0.20
35. H 0.43
36. O -0.73
37. H 0.38
38. H 0.30
39. O -0.80
40. H 0.35
41. H 0.40
42. O -0.76
43. H 0.29
44. H 0.24
45. O -0.83
46. H -0.02
47. H 0.43
48. O -0.85
49. H 0.51
50. H 0.40
51. O -0.76
52. H 0.37
53. H 0.31
54. O -0.74
55. H 0.35
56. H -0.02
57. O -0.77
58. H 0.31
59. H 0.41

---

[2]
# H37O18

A 18-piece molecular cluster, H37O18 overall in a non-equilibrium geometry (wB97M-V/def2-TZVPD, the Open Molecules 2025 dataset).

The value obtained for the total energy is -1376.315420 hartree. The maximum force comes out at 0.027 Eh/bohr. The energy above the lowest of the compared OMol25 structures with the same formula, charge and spin is 121.90 kJ/mol. Its LUMO energy (alpha / beta) is -0.01 / -0.11 eV. Its total charge is 0. Its expectation value of S² is 0.7508. The highest occupied orbital energy (alpha / beta) comes out at -2.3 / -10.9 eV. As for the spin multiplicity: 2.

Each atom is followed by the atoms it is bonded to, with distances in Å.
Geometry (Å):
1 O -0.11255 -4.43741 -2.36946  H5 0.961, H26 0.961
2 H 3.97479 2.47691 2.51754  O36 0.965
3 H 2.75806 2.02797 -0.09969  O4 0.966
4 O 2.54456 1.87431 -1.02881  H3 0.966, H55 0.972
5 H 0.53159 -3.72505 -2.34174  O1 0.961
6 O -1.76555 0.14863 0.47811  H7 0.975, H8 0.969
7 H -2.72483 0.24379 0.33211  O6 0.975
8 H -1.78880 -0.77682 0.76598  O6 0.969
9 O 3.36670 -0.97188 -0.29613  H10 0.966, H11 0.967
10 H 4.01674 -1.13658 0.39868  O9 0.966
11 H 2.68934 -1.62177 -0.06238  O9 0.967
12 O -3.46887 -1.33572 4.83509  H13 0.956, H14 0.960
13 H -3.61491 -2.27724 4.91041  O12 0.956
14 H -3.19537 -0.90830 5.65014  O12 0.960
15 O -0.62125 -0.82376 4.09382  H16 0.959, H17 0.962
16 H -1.06139 -1.42186 4.70106  O15 0.959
17 H -0.34936 -0.10861 4.67730  O15 0.962
18 O -1.06183 3.29316 -1.59698  H19 1.089, H20 0.971, H28 1.012
19 H -1.38912 2.74108 -2.47640  O18 1.089
20 H -1.94790 3.57184 -1.31254  O18 0.971
21 O -2.00043 2.86782 -3.80823  H22 0.958, H23 0.975
22 H -1.43619 3.44340 -4.32585  O21 0.958
23 H -1.86102 1.94677 -4.09534  O21 0.975
24 O 0.83937 -3.10414 0.12087  H25 0.958, H37 0.962
25 H 0.85722 -2.67882 -0.73744  O24 0.958
26 H -0.27344 -4.66733 -3.28883  O1 0.961
27 O -0.24210 2.55439 0.73384  H29 0.969, H54 0.962
28 H -0.51990 2.92198 -0.82690  O18 1.012
29 H 0.35912 1.92420 0.30807  O27 0.969
30 O 2.79617 -2.46657 2.12248  H31 0.964, H32 0.958
31 H 1.85688 -2.65365 2.01359  O30 0.964
32 H 3.09111 -2.91872 2.91359  O30 0.958
33 O -0.15596 1.15520 -4.77896  H34 0.949, H35 0.956
34 H 0.30974 0.39929 -5.11384  O33 0.949
35 H 0.27745 1.37631 -3.95550  O33 0.956
36 O 3.37799 2.70804 1.79573  H2 0.965, H38 0.963
37 H 0.23844 -3.84604 0.00386  O24 0.962
38 H 3.76163 2.21545 1.06262  O36 0.963
39 O -1.24716 -1.85549 -1.64410  H40 0.967, H41 0.970
40 H -1.99730 -1.35355 -1.29617  O39 0.967
41 H -1.59454 -2.75455 -1.53561  O39 0.970
42 O -0.66543 0.79111 -1.99846  H43 0.966, H44 0.967
43 H -0.99622 0.29708 -1.23747  O42 0.966
44 H 0.29790 0.82046 -1.91441  O42 0.967
45 O 1.85286 -0.49940 -3.75251  H46 0.956, H47 0.970
46 H 1.96749 -0.83771 -4.63940  O45 0.956
47 H 0.89371 -0.36041 -3.71750  O45 0.970
48 O 0.09093 2.94798 3.94898  H49 0.966, H50 0.961
49 H 0.71717 2.61540 3.29369  O48 0.966
50 H 0.42008 2.68263 4.81195  O48 0.961
51 O -3.36246 -1.24097 2.12839  H52 0.957, H53 0.950
52 H -4.03712 -1.10176 2.79204  O51 0.957
53 H -2.52669 -1.24806 2.57986  O51 0.950
54 H -0.74935 2.11559 1.42279  O27 0.962
55 H 2.88001 0.97138 -1.16196  O4 0.972

Atom-resolved charges from Mulliken, all expressed in e:
1. O -0.63
2. H 0.31
3. H 0.22
4. O -0.53
5. H 0.31
6. O -0.86
7. H 0.35
8. H 0.35
9. O -0.69
10. H 0.31
11. H 0.32
12. O -0.69
13. H 0.34
14. H 0.31
15. O -0.65
16. H 0.30
17. H 0.31
18. O -0.17
19. H 0.29
20. H 0.49
21. O -0.45
22. H 0.35
23. H 0.33
24. O -0.71
25. H 0.12
26. H 0.31
27. O -0.62
28. H 0.31
29. H 0.32
30. O -0.61
31. H 0.30
32. H 0.27
33. O -0.62
34. H 0.24
35. H 0.33
36. O -0.62
37. H 0.37
38. H 0.28
39. O -0.69
40. H 0.15
41. H 0.34
42. O -0.77
43. H 0.16
44. H 0.31
45. O -0.59
46. H 0.28
47. H 0.26
48. O -0.60
49. H 0.33
50. H 0.29
51. O -0.56
52. H 0.33
53. H 0.27
54. H 0.30
55. H 0.34